No. 1
{
  "formula": "C4H17NNiOP",
  "method": "ωB97M-V with the def2-TZVPD basis set",
  "species": ["C", "Ni", "N", "H", "H", "H", "H", "H", "H", "H", "H", "C", "P", "C", "C", "O", "H", "H", "H", "H", "H", "H", "H", "H", "H"],
  "xyz": [[-3.140, 0.531, -2.672], [-1.297, 0.277, -0.612], [-1.508, 2.241, -0.396], [-1.204, 0.725, -2.196], [-2.762, 0.136, -1.644], [-3.551, -0.360, -3.157], [-2.483, 1.046, -3.427], [-3.925, 1.242, -2.392], [-0.591, 2.703, -0.409], [-1.935, 2.521, 0.487], [-2.076, 2.685, -1.133], [2.028, -2.635, 1.277], [1.277, -1.036, 0.931], [0.942, -0.247, 2.517], [2.564, -0.037, 0.153], [-0.002, -1.191, 0.129], [2.090, -3.215, 0.351], [1.415, -3.161, 2.014], [3.035, -2.480, 1.691], [1.759, -0.449, 3.221], [0.847, 0.837, 2.362], [0.003, -0.644, 2.918], [2.466, -0.053, -0.936], [2.494, 0.997, 0.510], [3.554, -0.433, 0.412]],
  "orbital_gap_ha": [0.101, 0.233],
  "lumo_energy_ev": [3.48, 3.53],
  "spin_multiplicity": 3,
  "total_charge": -1,
  "e_homo_ev": [0.728, -2.795]
}


No. 2
{
  "formula": "C4H17NO3",
  "method": "ωB97M-V with the def2-TZVPD basis set",
  "species": ["C", "N", "C", "C", "C", "H", "H", "H", "H", "H", "H", "H", "H", "H", "H", "H", "O", "H", "H", "O", "H", "H", "O", "H", "H"],
  "xyz": [[-0.491, 1.792, -0.092], [0.655, 1.104, -0.705], [0.417, -0.081, -1.574], [0.537, 0.279, -3.040], [-0.877, -0.768, -1.202], [-1.448, 1.457, -0.467], [-0.456, 2.868, -0.321], [-0.401, 1.801, 1.006], [1.240, 1.802, -1.128], [1.242, -0.732, -1.294], [1.403, 0.897, -3.264], [-0.292, 0.933, -3.323], [0.669, -0.577, -3.680], [-0.892, -1.778, -1.590], [-1.730, -0.326, -1.731], [-0.970, -0.786, -0.125], [-1.289, -2.871, 1.559], [-0.673, -2.138, 1.723], [-0.920, -3.346, 0.805], [0.906, -0.989, 1.839], [1.541, -0.694, 1.165], [0.830, -0.205, 2.412], [0.623, 0.708, 4.079], [0.507, 0.349, 4.970], [-0.132, 1.301, 3.978]],
  "orbital_gap_ha": 0.333,
  "lumo_energy_ev": 0.51,
  "spin_multiplicity": 1,
  "relative_energy_ev": 0.774,
  "e_homo_ev": -8.537,
  "smiles": "CNC(C)C.O.O.O"
}


No. 3
{
  "formula": "C4H17NO3",
  "method": "ωB97M-V with the def2-TZVPD basis set",
  "species": ["C", "C", "N", "C", "C", "H", "H", "H", "H", "H", "H", "H", "H", "H", "H", "H", "O", "H", "H", "O", "H", "H", "O", "H", "H"],
  "xyz": [[1.691, 2.136, 0.123], [1.037, 1.285, 1.218], [1.240, -0.143, 0.848], [0.439, -1.020, 1.755], [0.056, -2.340, 1.056], [2.072, 3.046, 0.579], [2.602, 1.635, -0.270], [1.052, 2.222, -0.754], [-0.010, 1.525, 1.269], [1.437, 1.435, 2.222], [2.214, -0.410, 0.891], [1.010, -1.272, 2.661], [-0.437, -0.452, 2.030], [0.881, -3.062, 0.966], [-0.257, -2.070, 0.070], [-0.673, -2.853, 1.686], [-1.511, 0.591, 0.198], [-1.537, 0.660, -0.768], [-2.330, 0.285, 0.559], [0.342, -0.144, -1.990], [0.336, -0.299, -1.016], [0.829, 0.696, -2.043], [-2.682, -0.333, -2.428], [-1.981, -0.494, -3.072], [-2.822, -1.236, -2.068]],
  "orbital_gap_ha": 0.354,
  "lumo_energy_ev": 0.75,
  "spin_multiplicity": 1,
  "relative_energy_ev": 0.738,
  "e_homo_ev": -8.893,
  "smiles": "CCNCC.O.O.O"
}


No. 4
{
  "formula": "C4H17NO3S",
  "method": "ωB97M-V with the def2-TZVPD basis set",
  "species": ["C", "S", "C", "C", "C", "N", "H", "H", "H", "H", "H", "H", "H", "H", "H", "H", "H", "O", "H", "H", "O", "H", "H", "O", "H", "H"],
  "xyz": [[1.442, -0.006, 2.627], [-0.302, -0.259, 3.127], [-1.283, -0.082, 1.591], [-0.577, -0.435, 0.306], [-1.492, -0.360, -0.903], [-0.760, -0.744, -2.128], [1.504, 1.078, 2.508], [1.666, -0.415, 1.650], [2.134, -0.283, 3.412], [-1.778, 0.888, 1.470], [-2.109, -0.752, 1.840], [-0.075, -1.406, 0.374], [0.241, 0.271, 0.127], [-2.361, -1.006, -0.772], [-1.725, 0.668, -1.156], [-0.327, -1.661, -2.054], [-1.315, -0.778, -2.971], [2.203, -0.889, -1.489], [2.522, -0.511, -2.318], [1.233, -0.827, -1.488], [3.723, 0.838, 0.041], [4.079, 0.262, -0.643], [2.791, 0.609, -0.083], [-3.427, 2.133, -1.042], [-3.003, 1.910, -0.214], [-3.004, 1.758, -1.811]],
  "orbital_gap_ha": 0.332,
  "lumo_energy_ev": 0.45,
  "spin_multiplicity": 1,
  "e_homo_ev": -8.589,
  "smiles": "CSCCCN.O.O.O"
}


No. 5
{
  "formula": "C4H17NO4",
  "method": "ωB97M-V with the def2-TZVPD basis set",
  "species": ["C", "O", "C", "C", "C", "N", "H", "H", "H", "H", "H", "H", "H", "H", "H", "H", "H", "O", "H", "H", "O", "H", "H", "O", "H", "H"],
  "xyz": [[3.455, 0.940, 1.818], [2.689, 0.590, 0.710], [1.410, 1.210, 0.821], [0.482, 0.687, -0.314], [0.997, 1.118, -1.695], [-0.807, 1.140, 0.005], [3.178, 1.950, 2.119], [4.509, 0.827, 1.563], [3.243, 0.308, 2.680], [0.967, 0.935, 1.779], [1.382, 2.299, 0.856], [0.475, -0.403, -0.286], [0.835, 2.184, -1.855], [0.465, 0.529, -2.442], [2.065, 0.923, -1.784], [-0.896, 2.006, 0.517], [-1.334, 1.298, -0.842], [-4.118, -1.082, -1.653], [-4.974, -1.049, -1.227], [-4.104, -0.314, -2.225], [-1.196, -4.244, 1.029], [-1.459, -3.362, 0.768], [-1.428, -4.795, 0.281], [-1.789, -1.565, -0.076], [-1.528, -0.669, 0.138], [-2.520, -1.462, -0.686]],
  "orbital_gap_ha": 0.370,
  "lumo_energy_ev": 0.32,
  "spin_multiplicity": 1,
  "relative_energy_ev": 0.477,
  "e_homo_ev": -9.738,
  "smiles": "COC[C@H](C)N.O.O.O"
}


No. 6
{
  "formula": "C4H17NO4",
  "method": "ωB97M-V with the def2-TZVPD basis set",
  "species": ["C", "C", "O", "C", "C", "N", "H", "H", "H", "H", "H", "H", "H", "H", "H", "H", "H", "O", "H", "H", "O", "H", "H", "O", "H", "H"],
  "xyz": [[0.674, -0.483, -2.778], [0.243, 0.193, -1.448], [-0.142, 1.552, -1.601], [1.368, 0.036, -0.410], [1.049, 0.739, 0.933], [0.140, -0.031, 1.758], [0.515, 0.043, -3.709], [0.158, -1.453, -2.856], [1.644, -0.929, -2.548], [-0.669, -0.281, -1.079], [0.618, 2.071, -1.878], [1.512, -1.024, -0.191], [2.277, 0.419, -0.872], [2.052, 0.907, 1.317], [0.605, 1.714, 0.775], [0.454, -0.880, 2.199], [-0.698, -0.241, 1.247], [-0.334, 2.460, 2.906], [-0.686, 2.539, 2.027], [-0.333, 1.523, 3.131], [-3.205, -0.214, 0.244], [-4.004, -0.314, -0.272], [-2.879, 0.686, 0.283], [-0.102, -2.910, 1.314], [-0.656, -3.590, 0.921], [0.400, -2.532, 0.586]],
  "orbital_gap_ha": 0.353,
  "lumo_energy_ev": 0.47,
  "spin_multiplicity": 1,
  "relative_energy_ev": 0.750,
  "e_homo_ev": -9.119,
  "smiles": "C[C@H](O)CCN.O.O.O"
}


No. 7
{
  "formula": "C4H17NO7",
  "method": "ωB97M-V with the def2-TZVPD basis set",
  "species": ["N", "C", "C", "O", "C", "C", "O", "H", "H", "H", "H", "H", "H", "H", "O", "H", "H", "O", "H", "H", "O", "H", "H", "O", "H", "H", "O", "H", "H"],
  "xyz": [[-0.420, -1.111, 0.272], [0.903, -1.539, -0.352], [1.266, -2.936, 0.150], [1.463, -3.203, 1.239], [2.033, -0.565, -0.322], [1.868, 0.563, -1.311], [1.205, 0.530, -2.305], [-0.294, -0.709, 1.251], [-0.583, -0.260, -0.180], [0.630, -1.560, -1.421], [1.206, -3.775, -0.543], [2.320, -0.018, 0.709], [3.062, -1.158, -0.465], [2.524, 1.522, -1.194], [0.372, 1.681, 1.522], [-0.414, 1.840, 1.122], [0.399, 2.234, 2.290], [-0.020, -1.213, 3.319], [0.181, -2.088, 3.227], [0.389, -0.665, 2.633], [-3.297, -1.257, -0.558], [-2.921, -0.631, -1.100], [-2.671, -1.273, 0.285], [-0.831, 3.173, -2.177], [-0.301, 3.672, -1.450], [-0.175, 2.689, -2.588], [-2.508, 1.685, -0.640], [-3.235, 2.018, -0.192], [-2.151, 2.356, -1.221]],
  "orbital_gap_ha": 0.363,
  "lumo_energy_ev": 0.00,
  "spin_multiplicity": 1,
  "relative_energy_ev": 2.650,
  "e_homo_ev": -9.885,
  "smiles": "N[C@H](C=O)CC=O.O.O.O.O.O"
}


No. 8
{
  "formula": "C4H18N2O5",
  "method": "ωB97M-V with the def2-TZVPD basis set",
  "species": ["C", "C", "N", "C", "O", "C", "N", "H", "H", "H", "H", "H", "H", "H", "H", "H", "H", "O", "H", "H", "O", "H", "H", "O", "H", "H", "O", "H", "H"],
  "xyz": [[-2.721, -0.565, -1.262], [-1.418, 0.005, -0.629], [-0.702, -1.028, 0.092], [0.163, -1.943, -0.436], [0.533, -2.827, 0.346], [0.871, -1.699, -1.761], [2.071, -0.909, -1.554], [-3.433, -0.795, -0.480], [-3.085, 0.198, -1.964], [-2.467, -1.406, -1.912], [-1.765, 0.654, 0.193], [-0.869, 0.658, -1.340], [-1.030, -1.287, 1.014], [1.020, -2.758, -2.040], [0.113, -1.252, -2.464], [2.844, -1.544, -1.454], [1.995, -0.312, -0.765], [0.201, 2.667, 1.106], [0.841, 2.374, 0.462], [0.675, 3.012, 1.862], [2.077, -0.785, 2.695], [2.809, -1.310, 3.028], [1.446, -1.299, 2.181], [2.401, 1.319, 0.543], [3.311, 1.204, 0.225], [2.385, 1.207, 1.500], [-3.101, 2.882, 0.704], [-2.269, 2.439, 0.490], [-2.893, 3.100, 1.623]],
  "orbital_gap_ha": 0.353,
  "lumo_energy_ev": 0.35,
  "spin_multiplicity": 1,
  "relative_energy_ev": 1.653,
  "e_homo_ev": -9.249,
  "smiles": "CCNC(=O)CN.O.O.O.O"
}


No. 9
{
  "formula": "C4H18N2O5",
  "method": "ωB97M-V with the def2-TZVPD basis set",
  "species": ["C", "N", "C", "C", "C", "N", "O", "H", "H", "H", "H", "H", "H", "H", "H", "H", "H", "O", "H", "H", "O", "H", "H", "O", "H", "H", "O", "H", "H"],
  "xyz": [[2.581, -0.328, 1.018], [1.556, -0.014, 0.006], [1.399, 1.442, -0.129], [0.342, -0.708, 0.057], [-0.696, -0.391, 1.157], [-1.776, 0.394, 0.744], [-0.533, -0.521, 2.374], [2.656, -1.347, 1.391], [3.500, -0.209, 0.486], [2.553, 0.178, 1.872], [2.138, 2.024, 0.374], [0.483, 1.733, 0.096], [1.694, 1.783, -1.125], [0.622, -1.781, 0.004], [-0.206, -0.294, -0.909], [-2.406, 0.560, 1.487], [-2.054, 0.530, -0.161], [0.169, -0.683, -2.998], [0.960, -0.151, -2.835], [0.574, -1.640, -3.241], [1.305, -3.032, 2.586], [0.962, -2.105, 2.696], [0.617, -3.645, 2.559], [-1.911, 3.111, -1.233], [-2.931, 3.269, -1.292], [-1.928, 2.322, -1.729], [-2.001, 0.557, -2.250], [-1.059, 0.158, -2.358], [-2.617, 0.420, -3.018]],
  "orbital_gap_ha": 0.312,
  "lumo_energy_ev": 0.07,
  "spin_multiplicity": 1,
  "relative_energy_ev": 3.413,
  "e_homo_ev": -8.409,
  "smiles": "CN(C)CC(N)=O.O.O.O.O"
}


No. 10
{
  "formula": "C4H18NO5",
  "method": "ωB97M-V with the def2-TZVPD basis set",
  "species": ["C", "C", "C", "C", "O", "N", "H", "H", "H", "H", "H", "H", "H", "H", "H", "H", "H", "H", "O", "H", "H", "O", "H", "H", "O", "H", "H", "O"],
  "xyz": [[-0.661, -0.106, -3.209], [-1.146, 0.102, -1.822], [-0.558, 1.401, -1.164], [0.426, 1.297, 0.027], [-0.314, 0.769, 1.065], [-0.985, -1.126, -0.998], [-0.730, 0.613, -4.011], [-0.953, -1.117, -3.594], [0.438, -0.183, -3.098], [-2.288, 0.462, -1.836], [-1.281, 2.100, -0.721], [0.016, 1.873, -2.048], [0.778, 2.325, 0.157], [1.346, 0.721, -0.218], [0.014, -1.373, -0.920], [-1.096, -0.706, -0.051], [-2.282, 1.080, 3.239], [-1.419, 1.432, 1.998], [-2.055, 1.819, 2.665], [0.591, -0.840, 2.926], [0.395, 0.248, 1.711], [1.378, -0.657, 2.413], [2.986, 0.256, 1.334], [2.775, 0.095, 2.761], [3.313, 0.684, 2.127], [0.011, -4.036, -0.234], [0.495, -3.441, 1.199], [0.807, -3.690, 0.303]],
  "orbital_gap_ha": 0.313,
  "lumo_energy_ev": 3.40,
  "spin_multiplicity": 1,
  "relative_energy_ev": 2.245,
  "total_charge": -1,
  "e_homo_ev": -5.110
}


What is the formula in the sixth record? C4H17NO4